(1)
This record from the OMol25 dataset describes a molecular structure, C19H20Br45I2NO3S2. The level of theory is the ωB97M-V functional and the def2-TZVPD basis.

Output
M, g mol⁻¹: 4223.995
Spin multiplicity: 1
Lowest unoccupied orbital energy, eV: -1.54
Electronic energy, eV: -3217435.5639
HOMO-LUMO gap, eV: 7.6

Each line ends with the Löwdin charge.
CARTESIAN COORDINATES (ANGSTROEM)
1 C -1.61 3.94 0.03  -0.2547
2 C -2.27 3.41 1.31  -0.8012
3 I -3.71 1.90 0.87  0.8929
4 C -1.26 2.95 2.35  -0.8800
5 I 0.12 1.48 1.58  0.9090
6 O -1.85 2.36 3.50  -0.4796
7 S -2.50 3.33 4.66  0.9413
8 O -3.93 3.30 4.46  -0.3742
9 O -2.13 4.81 3.97  -0.3876
10 N -0.80 5.26 4.32  -0.0887
11 C -0.36 5.95 3.38  -0.7391
12 S 0.17 6.74 2.16  0.8643
13 H -1.98 3.44 -0.86  -0.0579
14 H -1.85 4.99 -0.07  0.0208
15 H -0.52 3.87 0.05  0.0126
16 H -2.84 4.23 1.75  0.0429
17 H -0.61 3.78 2.62  0.0228
18 C 3.36 -1.97 1.40  -1.6140
19 Br 3.73 -1.25 3.15  0.5629
20 Br 2.61 -3.73 1.49  0.5735
21 Br 2.27 -0.82 0.31  0.4672
22 H 4.31 -2.05 0.90  -0.0347
23 C 0.46 -6.97 0.30  -1.6230
24 Br -0.35 -8.64 -0.19  0.5590
25 Br 1.76 -7.19 1.71  0.5585
26 Br 1.22 -6.10 -1.23  0.5312
27 H -0.32 -6.33 0.69  -0.0244
28 C -4.88 6.57 2.15  -1.6044
29 Br -4.05 7.29 0.57  0.5824
30 Br -5.69 7.94 3.23  0.5386
31 Br -6.16 5.19 1.74  0.5684
32 H -4.10 6.12 2.75  -0.0575
33 C 1.99 6.05 -1.98  -1.6143
34 Br 0.07 6.07 -2.11  0.6047
35 Br 2.65 7.61 -1.07  0.5864
36 Br 2.64 4.43 -1.17  0.5746
37 H 2.37 6.08 -2.99  -0.0414
38 C 2.07 2.04 6.24  -1.6232
39 Br 2.54 2.93 7.88  0.5900
40 Br 1.24 0.33 6.57  0.5889
41 Br 0.95 3.16 5.15  0.6787
42 H 2.98 1.85 5.70  -0.0936
43 C 1.59 -6.09 -5.48  -1.6332
44 Br 2.37 -6.19 -7.24  0.5784
45 Br 1.44 -7.83 -4.68  0.5365
46 Br 2.56 -4.86 -4.36  0.5555
47 H 0.59 -5.69 -5.60  -0.0259
48 C 6.47 1.94 6.57  -1.6413
49 Br 5.62 0.81 5.25  0.5586
50 Br 7.62 0.93 7.73  0.5877
51 Br 7.40 3.40 5.74  0.5844
52 H 5.69 2.37 7.18  -0.0607
53 C 4.96 1.52 -2.64  -1.6681
54 Br 5.46 0.72 -0.96  0.5670
55 Br 6.35 2.66 -3.32  0.5805
56 Br 4.44 0.18 -3.92  0.5641
57 H 4.09 2.14 -2.47  -0.1102
58 C 1.24 -12.20 -1.36  -1.6148
59 Br -0.23 -12.31 -0.12  0.5709
60 Br 1.78 -13.93 -2.00  0.5858
61 Br 0.85 -11.03 -2.84  0.5279
62 H 2.08 -11.78 -0.82  -0.0210
63 C 0.58 2.30 -4.23  -1.6276
64 Br 0.91 1.46 -2.54  0.5340
65 Br 2.09 3.33 -4.82  0.5769
66 Br 0.03 1.03 -5.56  0.5930
67 H -0.24 2.99 -4.09  -0.1274
68 C 4.41 -12.73 -5.46  -1.6306
69 Br 4.86 -12.11 -3.69  0.5611
70 Br 3.68 -14.50 -5.45  0.5589
71 Br 3.26 -11.49 -6.36  0.5626
72 H 5.34 -12.77 -6.01  -0.0317
73 C -3.05 11.40 4.24  -1.6513
74 Br -2.10 11.34 2.57  0.5632
75 Br -3.01 9.71 5.16  0.5444
76 Br -2.41 12.82 5.36  0.5746
77 H -4.08 11.61 4.01  -0.0311
78 C -3.20 4.06 -4.94  -1.5953
79 Br -2.92 3.27 -3.21  0.6506
80 Br -1.68 5.13 -5.47  0.5858
81 Br -3.63 2.74 -6.26  0.5877
82 H -4.05 4.72 -4.86  -0.0274
83 C -10.09 6.71 2.76  -1.6376
84 Br -10.48 5.35 1.47  0.5658
85 Br -9.01 6.02 4.19  0.5524
86 Br -9.29 8.25 1.93  0.5546
87 H -11.02 7.03 3.19  -0.0321
88 C -0.70 -15.29 -4.73  -1.6655
89 Br -0.15 -17.03 -5.36  0.5644
90 Br -1.00 -14.07 -6.19  0.5652
91 Br -2.22 -15.40 -3.57  0.5686
92 H 0.12 -14.89 -4.15  -0.1061

---

(2)
This record from the OMol25 dataset describes 2 unconnected molecules or ions with the total composition C19H20Cl2FN2OS. The level of theory is the ωB97M-V functional and the def2-TZVPD basis.

Output
M, g mol⁻¹: 414.353
Relative energy (zero: lowest compared OMol25 entry of this formula, charge and spin), kcal/mol: 0.00
Spin multiplicity: 1
Lowest unoccupied orbital energy, eV: -3.74
Electronic energy, eV: -63646.1552
Total charge: +1
HOMO-LUMO gap, eV: 7.4

Each line ends with the Löwdin charge.
CARTESIAN COORDINATES (ANGSTROEM)
1 Cl -3.24 3.70 2.22  0.7040
2 C -1.86 4.47 2.84  -0.7618
3 N -0.70 3.92 2.49  0.0170
4 F -0.25 -0.81 0.92  0.0792
5 C 0.39 4.41 3.05  -0.7640
6 Cl 1.82 3.54 2.72  0.7030
7 C 0.41 5.54 3.89  -0.0818
8 C -0.80 6.15 4.20  -0.0458
9 C -1.97 5.59 3.68  -0.0813
10 H 1.37 5.90 4.24  0.1053
11 H -0.83 7.05 4.82  0.1189
12 H -2.96 6.00 3.86  0.1070
13 C -0.34 1.99 -1.16  -0.0257
14 O 0.19 0.83 -0.49  -0.1760
15 C -0.21 -0.53 -0.40  -0.4652
16 C -1.58 -0.95 -0.93  -0.1612
17 C -1.84 -1.18 -2.28  -0.0325
18 C -3.10 -1.67 -2.64  -0.0602
19 C -4.09 -1.89 -1.68  -0.0609
20 C -3.82 -1.67 -0.34  -0.0476
21 C -2.58 -1.16 0.03  -0.0163
22 C 1.07 -1.21 -0.86  -0.2930
23 N 1.30 -2.54 -0.88  -0.0466
24 C 0.20 -3.51 -0.81  0.0429
25 C 2.64 -2.85 -1.11  -0.2725
26 C 2.90 -4.23 -1.58  -0.0008
27 C 3.46 -1.78 -0.91  -0.4735
28 C 4.94 -1.72 -0.92  -0.0702
29 S 2.56 -0.34 -0.65  1.2772
30 H -0.30 2.81 -0.43  0.0892
31 H 0.31 2.22 -2.03  0.1001
32 H -1.40 1.89 -1.46  0.0993
33 H -1.07 -0.96 -3.01  0.1267
34 H -3.31 -1.83 -3.69  0.1101
35 H -5.05 -2.29 -1.97  0.1128
36 H -4.57 -1.82 0.43  0.1159
37 H -2.38 -0.93 1.07  0.1285
38 H 0.57 -4.48 -0.45  0.1077
39 H -0.57 -3.15 -0.11  0.1073
40 H -0.25 -3.65 -1.80  0.1179
41 H 3.94 -4.33 -1.89  0.0895
42 H 2.70 -4.97 -0.80  0.0985
43 H 2.27 -4.46 -2.45  0.1070
44 H 5.37 -2.67 -1.17  0.0842
45 H 5.31 -0.97 -1.62  0.0912
46 H 5.34 -1.42 0.05  0.0965